# 1
The following is a DFT calculation (ωB97M-V with the def2-TZVPD basis set) of 2 unconnected molecules or ions with the total composition C3H12NO2 in a non-equilibrium geometry.

Geometry as ORCA input:
```
! RIJCOSX wB97M-V def2-TZVPD def2/J DEFGRID3
* xyz 1 1
O 1.9065 0.6512 0.4911
C 1.6692 0.4297 -0.9011
C 0.1806 0.8035 -1.1587
N -0.6420 0.0662 -0.1080
C -2.0524 0.5213 -0.1574
H 2.4657 1.4056 0.6750
H 2.2931 1.1081 -1.4357
H 1.8029 -0.6551 -0.9773
H -0.2418 0.5687 -2.1308
H 0.0133 1.8653 -0.9593
H -0.3060 0.0988 0.8670
H -0.4834 -0.9062 -0.3602
H -2.2282 1.5864 -0.2448
H -2.4478 0.1511 0.8047
H -2.5969 0.0447 -0.9580
H -0.5683 -2.2081 2.4006
H -0.8082 -2.8791 0.9779
O -0.8226 -2.0619 1.4749
*
```

The energy above the lowest of the compared OMol25 structures with the same formula, charge and spin is 23.4 kcal per mole. For the orbital gap, the calculation gives 11.839 eV. The calculation puts the highest occupied orbital energy at -14.894 eV.

---

# 2
The following is a DFT calculation (ωB97M-V with the def2-TZVPD basis set) of a molecular structure, C20H27BrCrF2N2O2S.

Geometry as ORCA input:
```
! RIJCOSX wB97M-V def2-TZVPD def2/J DEFGRID3
* xyz 0 5
Cr -0.1207 -0.5631 0.0460
O 1.0408 2.5348 0.6591
C -0.2070 2.8797 1.2117
C -1.3730 2.4730 0.3531
C -2.5709 3.1744 0.4432
C -3.6104 2.8579 -0.4096
C -3.4129 1.8703 -1.3654
C -2.2018 1.2134 -1.3801
N -1.2063 1.4714 -0.5177
H 0.9068 2.1491 -0.2173
H -0.2607 3.9653 1.3451
H -0.2920 2.3916 2.1883
H -2.6661 3.9709 1.1692
H -4.5497 3.3916 -0.3529
H -4.1807 1.6128 -2.0806
H -2.0076 0.4320 -2.1048
F -0.2626 -3.4617 0.6301
C 0.5074 -2.5817 -0.1314
F 1.8186 -2.7619 0.3637
H 0.5446 -3.0521 -1.1273
C 3.8406 1.4382 0.0998
S 2.9511 -0.1114 0.2306
C 4.1028 -1.0955 -0.7247
O 1.7569 0.0584 -0.7044
H 3.9792 1.6853 -0.9517
H 4.8001 1.3216 0.6013
H 3.2412 2.1925 0.6015
H 5.0617 -1.1064 -0.2094
H 4.1970 -0.6581 -1.7174
H 3.6918 -2.0988 -0.7740
C 0.5898 -1.1342 5.5148
C -0.0339 0.1133 4.8753
C -1.4604 0.2973 5.4090
C 0.8060 1.3445 5.2411
C -0.0661 -0.0460 3.4102
C -0.0700 -0.1662 2.1948
H 0.6180 -1.0321 6.6026
H 1.6065 -1.2807 5.1500
H 0.0118 -2.0228 5.2607
H -1.4491 0.4267 6.4939
H -2.0719 -0.5743 5.1719
H -1.9286 1.1743 4.9593
H 0.8473 1.4703 6.3258
H 0.3753 2.2475 4.8050
H 1.8227 1.2372 4.8625
Br -4.2696 -3.9437 -2.5135
C -3.6830 -3.0119 -0.9789
C -4.3180 -3.1807 0.2397
C -3.8337 -2.4667 1.3227
C -2.7465 -1.6259 1.1540
N -2.1428 -1.4681 -0.0300
C -2.6031 -2.1578 -1.0773
H -5.1589 -3.8531 0.3345
H -4.2858 -2.5697 2.2986
H -2.3069 -1.0746 1.9774
H -2.0831 -2.0318 -2.0197
*
```

The energy above the lowest of the compared OMol25 structures with the same formula, charge and spin is 0.0 kcal per mole. For the orbital gap (spin up / spin down), the calculation gives 6.741 / 8.243 eV. As for the expectation value of S²: 6.028. The calculation puts the highest occupied orbital energy (spin up / spin down) at -6.353 / -7.895 eV.

---

# 3
The following is a DFT calculation (ωB97M-V with the def2-TZVPD basis set) of 2 unconnected molecules or ions with the total composition C3H12N3O in a non-equilibrium geometry.

Geometry as ORCA input:
```
! RIJCOSX wB97M-V def2-TZVPD def2/J DEFGRID3
* xyz -1 1
N 0.1069 -0.1329 -2.9690
C 0.3488 0.9350 -1.9528
O 0.7929 0.3869 -0.8300
H 0.1755 0.2568 -3.9186
H 0.9646 -0.7155 -2.9858
H 1.0681 1.7015 -2.3837
H -0.6143 1.4797 -1.8183
C -0.2036 -1.0657 1.4084
C -0.4079 0.4208 1.7942
N 0.8575 1.1045 1.7674
N -1.5041 -1.6927 1.1659
H 0.4267 -1.1872 0.4874
H 0.3596 -1.5591 2.1800
H -1.0774 0.8897 0.9874
H -0.8683 0.5514 2.7767
H 0.6986 2.1179 1.7045
H 1.1812 0.9266 0.7926
H -1.7326 -1.5835 0.1708
H -1.5707 -2.6657 1.3987
*
```

The energy above the lowest of the compared OMol25 structures with the same formula, charge and spin is 12.9 kcal per mole. For the orbital gap, the calculation gives 7.512 eV. The calculation puts the highest occupied orbital energy at -3.062 eV.

---

# 4
The following is a DFT calculation (ωB97M-V with the def2-TZVPD basis set) of a molecular structure, C33H27N6OS2TeTl in a non-equilibrium geometry.

Geometry as ORCA input:
```
! RIJCOSX wB97M-V def2-TZVPD def2/J DEFGRID3
* xyz 0 1
Tl -0.0125 0.4566 0.0392
C 2.8248 -2.7139 2.0468
C 1.7461 -1.7177 1.7400
N 1.9257 -0.6826 1.0045
N 3.1372 -0.4404 0.4810
C 3.2089 0.8013 -0.0224
O 2.3319 1.6937 0.0690
C 4.4817 1.1135 -0.7479
C 5.4110 0.1222 -1.0530
C 6.5634 0.4405 -1.7566
C 6.7983 1.7510 -2.1536
C 5.8716 2.7411 -1.8533
C 4.7145 2.4211 -1.1558
C 0.4115 -1.8442 2.3779
C 0.0843 -2.9458 3.1644
C -1.1404 -2.9857 3.8106
C -2.0107 -1.9141 3.6881
C -1.6176 -0.8606 2.8801
N -0.4590 -0.8340 2.2301
H 3.7202 -2.4335 1.5045
H 3.0495 -2.7304 3.1168
H 2.5225 -3.7205 1.7468
H 5.2082 -0.8931 -0.7415
H 7.2795 -0.3357 -1.9977
H 7.7019 1.9998 -2.6960
H 6.0507 3.7639 -2.1633
H 3.9769 3.1766 -0.9195
H 0.7864 -3.7613 3.2694
H -1.4116 -3.8464 4.4095
H -2.9695 -1.8976 4.1886
H -2.2573 0.0086 2.7453
C -1.8383 -4.1272 -0.2943
C -1.0517 -4.6264 -1.3217
C -0.1415 -3.7936 -1.9414
C -0.0123 -2.4682 -1.5218
N -0.7661 -2.0050 -0.5230
C -1.6552 -2.8075 0.0642
C 0.9026 -1.5042 -2.2001
C 1.8161 -1.9395 -3.1630
C 2.6038 -1.0313 -3.8479
C 2.4603 0.3293 -3.6101
C 1.5639 0.7681 -2.6439
C 0.8145 -0.1466 -1.9181
H -2.5760 -4.7391 0.2095
H -1.1568 -5.6541 -1.6465
H 0.4495 -4.1638 -2.7648
H -2.2440 -2.3702 0.8629
H 1.9380 -2.9943 -3.3760
H 3.3258 -1.3847 -4.5744
H 3.0704 1.0461 -4.1486
H 1.4822 1.8268 -2.4307
Te -0.0869 2.9486 1.2181
C -2.1371 3.2133 1.6736
C -3.1322 3.7084 0.8679
C -4.3712 3.9137 1.5509
C -4.2951 3.5783 2.8695
S -2.7303 3.0106 3.2734
H -2.9714 3.9385 -0.1819
H -5.2641 4.3098 1.0817
H -5.0668 3.6408 3.6238
S -2.3884 0.7088 -2.4185
C -3.3363 0.2123 -1.1570
N -3.3757 0.9984 -0.0066
C -4.1747 0.7565 1.0476
C -4.9357 -0.3635 1.0607
C -4.8235 -1.1992 -0.0775
N -4.0869 -0.9422 -1.1275
H -2.8193 1.8448 -0.0253
H -4.1589 1.4948 1.8421
H -5.5954 -0.5962 1.8828
H -5.3850 -2.1314 -0.1133
*
```

For the orbital gap, the calculation gives 7.200 eV. The calculation puts the highest occupied orbital energy at -7.581 eV.

---

The following energy values (in eV) correspond, in order, to the records above: -8883.8574 -142984.5390 -9822.9039 -79303.3210.